[1]
Computed, not measured: a structure of composition C45H51N8OSScSe, with wB97M-V/def2-TZVPD.

The geometry in XYZ format:
```
108
C45H51N8OSScSe | OMol25 | wB97M-V/def2-TZVPD
Sc 0.909 0.759 -0.467
C -1.300 -3.196 -4.709
C -2.397 -2.820 -3.709
C -2.081 -1.564 -2.956
C -2.569 -0.313 -3.156
C -3.579 0.141 -4.163
C -4.992 0.253 -3.584
C -1.919 0.537 -2.177
N -1.040 -0.178 -1.426
C -1.146 -1.461 -1.852
C -0.524 -2.545 -1.251
C 0.220 -2.500 -0.085
C 0.618 -3.686 0.651
C 0.374 -5.099 0.222
C -1.040 -5.585 0.556
C 1.176 -3.243 1.806
C 1.135 -1.794 1.747
C 1.588 -0.975 2.768
C 1.490 0.405 2.810
N 0.887 1.172 1.869
C 0.888 2.436 2.368
C 0.235 3.514 1.798
C -0.561 3.467 0.662
N -0.749 2.372 -0.116
C -1.675 2.725 -1.044
C -2.201 1.884 -2.012
C -2.075 4.108 -0.869
C -1.361 4.578 0.186
C -1.407 5.944 0.797
C -2.345 6.017 2.006
C -3.048 4.858 -1.726
C -2.410 5.383 -3.015
C 1.596 2.492 3.637
C 1.967 1.217 3.916
C 2.800 0.707 5.047
C 4.257 0.493 4.621
C 1.902 3.743 4.398
C 3.077 4.513 3.786
N 0.582 -1.371 0.580
C 1.724 -4.053 2.940
C 3.254 -4.132 2.941
H -1.524 -4.141 -5.213
H -0.336 -3.292 -4.204
H -1.191 -2.413 -5.462
H -2.551 -3.644 -3.005
H -3.345 -2.696 -4.240
H -3.584 -0.553 -5.007
H -3.266 1.105 -4.574
H -5.331 -0.715 -3.208
H -5.708 0.600 -4.336
H -5.010 0.951 -2.745
H -0.703 -3.523 -1.686
H 1.107 -5.756 0.701
H 0.548 -5.189 -0.854
H -1.211 -5.552 1.635
H -1.206 -6.611 0.212
H -1.786 -4.939 0.088
H 2.046 -1.461 3.621
H 0.320 4.470 2.302
H -2.927 2.317 -2.692
H -1.726 6.667 0.042
H -0.398 6.245 1.093
H -3.368 5.767 1.713
H -2.348 7.016 2.453
H -2.039 5.298 2.770
H -3.467 5.692 -1.157
H -3.893 4.212 -1.981
H -1.575 6.049 -2.788
H -3.134 5.929 -3.628
H -2.013 4.557 -3.607
H 2.387 -0.235 5.419
H 2.758 1.410 5.885
H 4.309 -0.153 3.741
H 4.850 0.049 5.428
H 4.716 1.443 4.338
H 2.128 3.491 5.438
H 1.017 4.387 4.426
H 3.987 3.908 3.814
H 3.267 5.445 4.328
H 2.896 4.757 2.737
H 1.308 -5.064 2.900
H 1.387 -3.626 3.889
H 3.615 -4.612 2.029
H 3.624 -4.702 3.800
H 3.689 -3.131 2.978
N 4.396 -2.611 -0.142
C 3.541 -1.576 -0.550
S 3.649 -0.072 0.268
N 2.802 -1.867 -1.576
N 2.003 -0.807 -2.006
C 1.765 -0.875 -3.260
C 1.030 0.079 -4.065
C 0.783 -0.240 -5.403
C 0.160 0.641 -6.267
C -0.194 1.906 -5.780
C 0.057 2.259 -4.474
C 0.653 1.352 -3.558
O 0.832 1.687 -2.336
H 4.625 -2.528 0.836
H 4.023 -3.517 -0.392
H 2.192 -1.725 -3.796
H 1.104 -1.214 -5.762
H -0.029 0.369 -7.298
H -0.666 2.625 -6.443
H -0.198 3.240 -4.092
Se 3.759 5.144 -0.306
C 2.836 3.582 -0.298
N 2.238 2.591 -0.239
```

Output
- orbital gap (eV) = 5.5665
- E_HOMO (eV) = -1.45
- E (Eh) = -5819.34369
- charge = -2


[2]
Computed, not measured: a cluster of 2 separate species, C7H18NOSi in total in a non-equilibrium geometry, with wB97M-V/def2-TZVPD.

The geometry in XYZ format:
```
28
C7H18NOSi | OMol25 | wB97M-V/def2-TZVPD
C -0.051 -1.113 -0.139
C 1.435 1.620 -0.625
C 3.717 -0.513 0.601
C -2.213 0.685 -1.390
C -3.202 -1.603 0.111
C -2.024 0.714 1.908
C 1.523 0.212 -0.047
N 2.803 -0.455 -0.572
O 0.384 -2.208 -0.223
Si -1.972 -0.231 0.279
H 0.902 2.174 0.105
H 0.776 1.589 -1.558
H 2.438 2.077 -0.686
H 4.746 -0.764 0.376
H 3.785 0.463 0.954
H 3.264 -1.202 1.209
H -1.738 1.567 -1.718
H -2.028 -0.028 -2.144
H -3.337 0.864 -1.313
H -4.268 -1.242 0.482
H -3.505 -1.804 -0.919
H -2.904 -2.620 0.393
H -1.489 0.192 2.682
H -1.495 1.624 1.588
H -3.135 0.921 1.953
H 1.776 0.295 1.010
H 2.997 0.194 -1.317
H 2.819 -1.409 -1.000
```

Output
- orbital gap (eV) = 9.3458
- E_HOMO (eV) = -12.16
- E (Eh) = -696.67034
- charge = +1


[3]
Computed, not measured: the molecule C4H6O2 in a non-equilibrium geometry, with wB97M-V/def2-TZVPD.

The geometry in XYZ format:
```
12
C4H6O2 | OMol25 | wB97M-V/def2-TZVPD
C -1.589 1.002 -0.683
O -2.218 0.771 0.500
C -0.527 0.520 0.380
C 0.542 -0.649 0.713
C 1.519 -1.152 -0.276
O 1.779 0.027 0.462
H -1.897 0.315 -1.485
H -1.520 2.044 -1.035
H -0.158 1.243 1.105
H 0.558 -1.150 1.700
H 1.274 -1.020 -1.326
H 2.238 -1.951 -0.058
```

Output
- orbital gap (eV) = 11.1483
- E_HOMO (eV) = -10.16
- structure (SMILES) = C1O[C@H]1[C@H]1CO1
- E (Eh) = -306.32622
- charge = 0


[4]
Computed, not measured: a structure of composition C29H20F5N15STi in a non-equilibrium geometry, with wB97M-V/def2-TZVPD.

The geometry in XYZ format:
```
71
C29H20F5N15STi | OMol25 | wB97M-V/def2-TZVPD
Ti -0.553 0.254 -0.763
C 1.647 2.375 -1.522
N 0.382 2.512 -0.804
C 0.473 3.152 0.509
C 0.475 2.173 1.641
N 0.316 0.898 1.558
C 0.585 0.417 2.844
C 0.658 -0.883 3.328
C 0.951 -1.070 4.667
C 1.177 0.015 5.530
C 1.142 1.313 5.055
C 0.859 1.480 3.706
N 0.825 2.600 2.892
C 2.387 1.172 -1.030
N 1.793 0.177 -0.491
C 2.801 -0.756 -0.228
C 2.714 -2.017 0.336
C 3.881 -2.738 0.472
C 5.121 -2.219 0.046
C 5.217 -0.969 -0.519
C 4.028 -0.254 -0.644
N 3.732 1.006 -1.145
H 1.432 2.243 -2.581
H 2.283 3.259 -1.417
H -0.304 2.982 -1.378
H 1.378 3.759 0.595
H -0.393 3.793 0.648
H 0.488 -1.728 2.674
H 0.991 -2.080 5.062
H 1.391 -0.166 6.577
H 1.332 2.159 5.706
H 0.700 3.545 3.206
H 1.745 -2.420 0.609
H 3.841 -3.736 0.892
H 6.017 -2.821 0.151
H 6.167 -0.571 -0.857
H 4.335 1.576 -1.708
S -2.539 2.830 1.785
C -3.326 1.799 0.614
C -4.744 1.941 0.511
C -5.492 1.186 -0.349
C -4.832 0.274 -1.168
C -3.471 0.207 -1.062
N -2.687 0.918 -0.209
H -5.200 2.677 1.155
H -6.569 1.309 -0.402
H -5.349 -0.354 -1.883
H -2.955 -0.461 -1.727
N 0.110 0.599 -4.453
C 0.563 -0.525 -3.774
N 1.323 -1.421 -4.376
N 1.596 -2.316 -3.395
N 1.022 -1.948 -2.295
N 0.336 -0.779 -2.494
C -0.890 1.416 -3.946
N -1.452 2.360 -4.678
N -2.251 3.011 -3.800
N -2.157 2.470 -2.625
N -1.281 1.413 -2.681
H 0.148 0.532 -5.453
F -1.490 -2.719 -2.430
C -1.575 -2.795 -1.082
C -1.354 -1.681 -0.270
C -1.805 -1.962 1.023
F -1.980 -0.975 1.930
C -2.204 -3.195 1.513
F -2.580 -3.361 2.800
C -2.248 -4.266 0.667
F -2.614 -5.481 1.109
C -1.962 -4.053 -0.656
F -2.103 -5.081 -1.518
```

Output
- spin multiplicity = 3
- orbital gap (spin up / spin down) (eV) = 4.2363 / 5.8452
- E_HOMO (spin up / spin down) (eV) = -0.11 / -1.72
- expectation value of S² = 2.01
- E (Eh) = -3685.56247
- charge = -2